# 1
The following is a quantum chemistry calculation of a molecular structure, C30H25Cl2N10O3SSc, from the OMol25 dataset.

As for the total charge: +2. The value obtained for the LUMO energy is -6.55 eV. Its energy above the lowest of the compared OMol25 structures with the same formula, charge and spin is 0.00 kcal/mol. Its molar mass is 721.5 g/mol. Its multiplicity is 1. The calculation puts the orbital gap at 6.40 eV. The total energy is -4010.53002 a.u. The HOMO energy comes out at -12.948 eV.

Geometry as XYZ:
```
72
Properties=species:S:1:pos:R:3:forces:R:3:lowdin_charge:R:1
N 3.382389 -2.272479 0.490313 0.04 -0.01 0.01 0.048
N -0.708994 4.168867 1.575620 -0.01 0.01 0.01 0.154
C 2.661341 -3.630170 5.487781 -0.01 0.04 -0.01 -0.063
Cl 2.259985 -4.401105 2.934406 0.01 -0.02 -0.02 0.780
N -2.467350 0.331141 -5.406429 0.01 0.02 -0.04 0.142
H 6.279385 -1.957950 -0.101462 0.01 -0.01 -0.01 0.130
C -3.533587 -0.791802 -3.456114 0.00 0.03 0.02 -0.126
O -2.268139 1.260772 -3.425269 0.00 -0.03 -0.07 0.107
C 0.099393 3.761733 -4.714791 -0.02 -0.03 -0.01 0.008
C -1.031766 3.602707 -2.593216 0.05 0.02 -0.01 0.007
C 1.452880 0.331848 4.852329 0.00 -0.08 0.02 -0.080
C 4.474778 -3.189726 0.138115 -0.05 -0.02 -0.01 -0.098
H -1.794773 3.144737 -1.974761 0.00 0.00 0.00 0.128
N -1.068277 -0.953518 1.404202 0.07 -0.02 0.04 -0.018
C -1.208700 -2.321672 1.382909 0.00 0.03 -0.01 -0.152
N -0.294349 3.994742 0.301785 0.01 -0.04 -0.02 -0.079
H -5.188393 -3.697712 -3.939195 0.00 0.00 0.00 0.119
H 2.659646 -2.482761 1.163540 -0.02 0.03 -0.01 0.067
H 4.085047 -4.013554 -0.459646 0.01 -0.01 0.01 0.131
H 2.959477 -4.654031 5.671436 0.00 0.00 -0.01 0.126
C -4.752919 -2.856618 -3.417682 0.01 0.01 -0.03 -0.034
C -4.305557 -1.695444 -1.360134 -0.01 0.00 0.00 -0.202
C 3.445719 -1.145593 -0.198177 0.12 -0.08 0.19 -0.756
C -0.840173 3.144973 -3.890408 -0.02 0.00 0.01 -0.124
C 1.883940 -1.929544 3.946247 0.00 0.01 0.01 -0.314
C 5.409942 -2.278451 -0.675392 0.01 0.02 0.00 -0.087
C 2.279169 -3.244873 4.220359 -0.02 0.00 0.03 -0.547
N -1.687440 1.475059 -5.533356 0.01 -0.02 -0.02 0.142
Sc 0.824146 0.051883 1.865291 -0.07 -0.06 -0.03 0.932
N 4.540606 -1.125715 -0.944777 -0.07 0.04 -0.13 0.050
C -2.258829 -0.518386 0.982831 -0.04 0.03 0.00 -0.100
C -4.853613 -2.777621 -2.033203 0.00 0.00 0.02 -0.012
C -0.424595 3.037564 2.154163 0.02 0.00 -0.03 -0.170
H -3.992337 -1.934868 -5.208823 0.00 -0.01 0.00 0.128
H 0.227931 3.407051 -5.728644 0.00 0.00 0.00 0.127
H -5.360455 -3.560007 -1.482074 0.00 0.00 0.00 0.123
N -2.381644 -2.708402 0.974004 -0.01 0.00 0.01 0.170
H -4.880893 -0.654970 0.447822 0.00 0.00 0.01 0.141
C 2.664840 -2.710428 6.542432 0.01 -0.04 0.02 -0.646
H 1.313778 6.038307 -2.520936 0.00 0.00 -0.01 0.122
C -0.247145 4.633118 -2.087157 -0.03 -0.06 0.02 -0.219
H 4.809870 -0.325739 -1.492697 -0.02 0.01 0.00 0.154
C 2.276609 -1.415652 6.317918 0.01 0.00 0.05 -0.021
H -1.452516 5.485594 -0.506624 0.01 0.02 0.01 0.143
H 5.743714 -2.743165 -1.598723 -0.01 0.01 -0.01 0.131
H 0.266201 5.871225 -0.397048 -0.01 0.01 -0.01 0.138
H 1.585368 5.291484 -4.856669 0.00 0.00 0.00 0.119
C 0.217515 2.786166 0.145270 0.00 0.03 -0.02 -0.126
Cl 3.150637 -3.228565 8.108102 0.00 0.01 -0.02 0.754
H 4.947034 -3.591376 1.030429 0.01 0.01 0.00 0.122
H -2.559166 0.510333 0.868698 0.00 0.00 0.00 0.149
O 1.023922 0.837146 3.788331 0.04 0.00 -0.04 -0.080
H -4.905124 -2.418900 0.587868 0.00 0.01 0.01 0.136
H 0.615964 2.417515 -0.785460 0.00 0.00 0.00 0.121
C -2.783680 0.241629 -4.165226 0.00 0.01 0.08 -0.284
H -3.239212 0.157450 -1.567207 0.00 0.00 0.00 0.111
C -1.594495 1.983419 -4.358241 -0.01 0.04 0.07 -0.291
C 0.702115 5.230685 -2.904213 0.01 0.01 0.00 -0.015
H 2.269422 -0.702176 7.132311 0.00 0.01 -0.01 0.132
C -4.384714 -1.575752 0.141552 -0.01 -0.02 -0.03 -0.043
C -4.089256 -1.874471 -4.133181 0.00 -0.01 -0.01 0.009
N -3.038704 -1.553766 0.732883 0.00 -0.01 0.01 -0.084
O 1.532859 -1.564403 2.728095 0.02 0.06 -0.01 -0.225
C 1.877741 -1.014911 5.027603 0.01 0.04 -0.08 -0.113
S 2.321393 0.161635 -0.176458 0.03 0.01 0.04 0.704
H -0.429791 -3.003001 1.683451 0.00 0.00 0.00 0.114
H -0.616060 2.847799 3.196903 0.00 0.00 0.00 0.123
H 1.494691 0.986272 5.728421 -0.02 0.00 0.00 0.158
C 0.857264 4.807647 -4.220353 0.01 0.02 0.00 -0.035
C -3.658313 -0.701721 -2.076952 -0.01 -0.01 0.00 0.019
N 0.152365 2.124064 1.306627 -0.02 0.02 0.04 -0.036
C -0.448117 5.096434 -0.669348 -0.01 -0.01 -0.01 -0.040
```
Forces are in eV/Å.

---

# 2
The following is a quantum chemistry calculation of a molecular structure, C30H25ClO2PSm in a non-equilibrium geometry, from the OMol25 dataset.

The value obtained for the LUMO energy (spin up / spin down) is -0.35 / -0.27 eV. Its molar mass is 634.3 g/mol. Its multiplicity is 6. The calculation puts the orbital gap (spin up / spin down) at 8.04 / 8.13 eV. The total energy is -2768.17425 a.u. The expectation value of S² is 8.76. The HOMO energy (spin up / spin down) comes out at -8.389 / -8.401 eV.

Geometry as XYZ:
```
60
Properties=species:S:1:pos:R:3:forces:R:3:mulliken_spin:R:1
C 0.246144 -1.418769 3.463283 -1.12 -3.56 -1.82 -0.032
C 0.035964 4.195630 -2.753452 -0.02 0.07 0.00 0.001
H -3.886534 -2.681375 -2.358891 0.02 0.05 -0.03 0.000
H -1.808908 -2.276877 0.912259 -1.19 -0.26 -0.99 -0.004
H 0.868472 5.393914 -4.335049 -0.01 -0.08 0.04 0.000
C -0.962144 1.330385 7.026309 0.09 -0.23 -0.07 0.000
H 1.362822 -2.948435 -5.891322 0.02 0.03 0.05 0.000
H -0.655019 2.768169 -1.309550 -0.01 0.06 0.08 0.000
C 0.034000 1.789825 4.760273 -0.88 -0.04 -1.15 0.001
Sm -0.035021 -0.041171 1.591754 -1.93 7.91 -1.58 5.073
C 0.404192 1.804774 -2.916105 0.04 0.41 0.17 -0.002
C -0.056744 -0.301154 8.569340 0.08 0.07 -0.17 0.000
C 1.107294 2.014614 -4.106645 -0.16 -0.02 0.25 0.000
C -0.121512 2.917505 -2.239651 0.22 -0.31 -0.32 0.001
H 4.501268 -1.804786 -3.204010 -0.07 0.01 -0.02 0.000
O 0.044425 1.118624 3.626882 -0.12 -0.18 0.32 -0.006
H -1.703096 1.325234 -4.271354 0.00 0.03 -0.01 0.000
H 1.726929 -1.320581 7.918633 -0.16 0.22 -0.09 0.000
Cl 1.920107 1.112110 1.191932 3.69 1.58 -1.07 -0.018
H -0.381258 5.043878 -2.221818 0.04 -0.06 -0.03 0.000
H -1.681504 -1.961998 -1.517369 0.03 -0.08 0.01 -0.001
C 1.178178 -1.927694 2.466373 -3.37 -0.63 0.06 0.008
C -1.014967 0.661675 8.249891 0.11 -0.07 -0.14 0.000
C 1.019451 0.087396 6.441369 -0.03 -0.01 -0.10 0.000
H 0.815683 -2.652276 0.374756 0.49 -0.41 -1.20 -0.001
H 1.521921 1.169459 -4.639719 0.04 0.00 -0.02 0.000
H 2.224448 -1.867988 2.524860 1.11 0.01 0.08 0.001
C -1.128109 -1.566572 2.939440 3.20 -3.26 -1.07 0.011
H 0.507028 -0.981958 4.382291 0.12 0.17 0.70 0.005
H 1.824099 3.446544 -5.533036 -0.03 -0.01 0.06 0.000
C -1.529981 -0.272994 -2.843287 -0.29 -0.14 -0.01 -0.003
C -2.168805 -1.401814 -2.306574 0.05 0.39 -0.23 0.002
H 1.847972 -0.137732 5.765694 -0.26 0.16 0.09 0.000
C -4.046385 -1.075521 -3.780516 0.12 0.04 0.04 0.000
H -1.999609 -1.234663 3.405155 -1.22 0.47 0.70 0.002
C 1.274495 3.301049 -4.609973 -0.07 -0.01 0.05 0.000
C 0.414315 -2.325424 1.283503 -1.97 -0.60 3.44 -0.017
C 0.045077 1.030910 6.089142 0.11 -0.06 0.20 0.001
C 1.704225 -2.396706 -5.022835 0.03 0.05 0.04 0.000
H -1.726282 2.073128 6.794111 0.33 -0.13 -0.06 0.000
C 0.967336 -0.580397 7.665443 -0.17 0.13 0.08 0.000
O -0.139272 2.991495 4.776392 0.18 0.25 0.52 -0.001
H -3.920469 0.625390 -5.087000 0.02 -0.03 0.04 0.000
H -1.810959 0.884236 8.961558 0.19 -0.01 -0.22 0.000
C 3.036692 -2.463267 -4.634526 -0.10 0.07 0.06 0.000
C 1.218378 -0.902258 -3.180278 0.36 -0.28 0.07 -0.002
C -3.430250 0.051940 -4.308931 0.07 -0.05 0.07 0.000
C 3.464031 -1.753616 -3.516500 0.02 -0.03 -0.01 0.000
C -1.021932 -2.133096 1.579464 2.88 -1.54 3.26 -0.019
P 0.118088 0.156041 -2.162691 -0.16 0.04 -0.22 0.003
C 0.737502 4.392933 -3.939197 -0.02 -0.15 0.05 0.000
H 2.896553 -0.449276 -1.910444 0.05 0.04 0.07 0.000
C 0.800321 -1.619568 -4.305124 0.11 0.13 0.21 0.000
C -2.178277 0.450626 -3.847762 0.01 -0.22 0.15 0.000
H -5.020489 -1.384448 -4.142578 0.07 0.01 0.03 0.000
H -0.101366 -0.826660 9.520939 0.00 0.11 -0.17 0.000
H -0.233301 -1.567835 -4.620214 -0.03 -0.03 -0.03 0.000
C -3.408800 -1.803194 -2.779286 -0.08 -0.03 0.00 0.001
H 3.738780 -3.068523 -5.197120 -0.05 0.05 0.04 0.000
C 2.564781 -0.988880 -2.788214 -0.39 -0.02 -0.15 -0.001
```
Forces are in eV/Å.

---

# 3
The following is a quantum chemistry calculation of a molecular structure, C30H25N3OPdS7Sb, from the OMol25 dataset.

As for the total charge: -1. The value obtained for the LUMO energy is 1.86 eV. Its energy above the lowest of the compared OMol25 structures with the same formula, charge and spin is 1.13 kcal/mol. Its molar mass is 896.2 g/mol. Its multiplicity is 1. The calculation puts the orbital gap at 6.48 eV. The total energy is -4553.20458 a.u. The HOMO energy comes out at -4.622 eV.

Geometry as XYZ:
```
68
Properties=species:S:1:pos:R:3:forces:R:3:lowdin_charge:R:1
S -1.114280 -1.679889 1.835629 -0.01 0.02 0.00 0.567
S -3.385046 -5.045595 0.356508 0.01 0.00 -0.01 0.886
C -4.148924 -2.544857 3.384859 0.01 -0.02 -0.01 -0.388
N 1.097571 -3.498360 4.858026 -0.05 0.03 -0.03 0.032
H 1.740756 3.470542 -4.540149 0.00 0.00 0.00 0.099
H 0.453390 -3.072062 5.508259 0.01 -0.01 0.01 0.075
S 2.013193 -3.434122 2.358231 0.03 -0.07 0.06 0.488
H -4.216832 -3.568352 3.748005 0.00 0.00 0.00 0.039
Sb -0.520842 1.245141 -0.358318 0.00 0.13 -0.02 1.180
H -5.444831 -0.239390 -0.572670 0.00 0.00 0.01 0.093
C 1.422311 -2.683483 3.786366 0.03 -0.04 0.03 -0.965
Pd 1.023802 -1.158442 1.062349 -0.03 0.02 -0.24 0.608
C 2.842088 1.300637 2.138294 0.03 -0.05 -0.04 -0.180
C -4.030234 1.691796 -2.972332 0.00 0.01 -0.02 -0.095
C 2.282850 0.436331 3.163863 -0.07 0.00 0.02 -0.095
S -0.590413 -4.439839 0.612251 0.01 0.05 -0.09 0.852
N 1.586449 -0.612225 2.953258 0.17 0.03 0.10 -0.163
H 3.022664 2.946213 3.485041 0.00 0.00 0.00 0.110
H 1.251057 -3.366858 -3.719736 0.00 0.00 0.00 0.106
C -1.779301 -5.517363 -0.029016 0.02 -0.03 -0.01 -1.517
C -4.695788 0.340289 -1.097543 0.00 0.00 0.00 -0.082
C 4.287667 2.879589 0.356633 0.00 0.03 -0.02 -0.114
H -3.200126 -2.098025 3.674596 0.00 0.01 -0.01 0.008
H 2.127452 0.386402 -1.873874 0.00 -0.01 0.00 0.083
C -0.563610 -1.635485 -1.451902 -0.01 -0.04 0.01 -0.154
H 2.198272 5.598680 -0.850513 0.00 0.00 0.00 0.104
C 3.900360 1.610953 -0.014600 -0.04 -0.02 0.03 -0.031
H 0.888673 3.850399 0.319664 0.00 -0.01 -0.01 0.062
H -3.194770 -0.014494 0.391946 0.00 0.01 0.01 0.050
C 1.812255 -1.472347 -2.874463 0.00 -0.01 0.00 -0.062
C -2.750892 1.801569 -2.442461 0.01 0.00 0.02 -0.114
H 2.747106 -1.414397 -3.417303 0.00 0.00 0.00 0.107
H 4.253874 4.391836 1.897485 0.00 0.00 0.00 0.089
C 0.271177 -0.531205 -1.276679 -0.11 0.07 0.01 -0.393
H -0.861130 -3.513520 -2.447999 0.00 0.00 0.01 0.106
C 0.818717 2.581002 -2.821192 -0.02 0.01 0.01 -0.140
H -4.970671 -1.957967 3.793925 0.01 0.00 0.01 0.030
H 4.855060 3.486104 -0.340493 0.00 0.00 0.00 0.098
C -4.998801 0.956500 -2.304205 -0.01 -0.01 0.00 -0.093
C 0.571502 2.694299 -1.454637 -0.01 0.00 -0.02 -0.342
S -0.696189 1.935537 1.769151 0.00 0.00 0.02 -0.008
C 1.547388 3.561388 -3.478433 0.00 0.00 0.00 -0.088
H -4.268927 2.179941 -3.909286 0.00 0.00 0.00 0.098
S -4.340398 -2.502820 1.585704 0.01 0.02 -0.02 0.790
C -2.994788 -3.502969 1.077141 -0.03 0.00 -0.04 -1.026
H -2.000727 2.379869 -2.968453 0.02 0.01 -0.02 0.086
H -1.497349 -1.697135 -0.907675 -0.02 0.01 -0.06 0.071
H 2.535806 0.648060 4.200554 -0.02 0.01 0.00 0.133
H -5.992526 0.864590 -2.724909 0.00 0.00 0.00 0.098
C 1.800079 4.760412 -1.408388 0.00 0.00 0.01 -0.088
N 1.266999 -1.404788 4.018149 0.00 0.01 0.01 -0.038
C -1.678298 -3.186604 1.173469 0.01 -0.02 0.11 -1.052
C -0.213020 -2.653662 -2.333956 0.02 -0.02 0.04 -0.079
C 2.036886 4.651958 -2.769871 0.01 0.01 -0.01 -0.092
C 1.465599 -0.457065 -2.004826 0.04 -0.05 0.05 -0.140
H 2.612250 5.412951 -3.282735 0.00 0.00 0.00 0.098
H 0.464793 1.717382 -3.373769 -0.02 0.02 -0.01 0.100
C 1.066412 3.783183 -0.748848 -0.01 0.01 0.00 -0.135
H 0.880210 -4.443542 4.588703 0.01 0.00 0.00 0.055
S -1.393512 -6.874203 -0.891262 -0.02 0.01 0.03 0.470
C -2.446652 1.184539 -1.234888 -0.02 -0.06 0.02 -0.338
C 3.952199 3.393200 1.609725 0.02 0.01 0.00 -0.120
O 2.780027 -0.394341 0.432900 0.05 -0.10 0.08 -0.214
C 0.971620 -2.570099 -3.041997 0.01 0.01 0.01 -0.064
C 3.256581 2.586693 2.488780 0.00 -0.03 0.01 -0.061
H 4.170592 1.204553 -0.981824 0.01 0.01 -0.01 0.108
C -3.424123 0.461864 -0.555969 0.00 -0.01 -0.01 -0.137
C 3.137284 0.791078 0.847677 -0.02 0.06 -0.02 -0.368
```
Forces are in eV/Å.